120
Properties=species:S:1:pos:R:3:forces:R:3:mulliken_charge:R:1 method="wB97M-V/def2-TZVPD" spin_multiplicity=2 lumo_ev="-6.9 / -7.2" total_energy_ev=-160709.83187 gap_ha="0.2049 / 0.1922" de_lowest_ev=0.000 total_charge=+2 largest_force_ev_per_a=0.93
Pd 0.250017 1.785737 -0.041910 -0.826 0.414 0.097 0.854
S 1.055578 3.100130 -1.783345 0.234 -0.216 0.047 -0.171
C -0.588860 3.433309 -1.852068 0.057 0.006 -0.164 0.288
N -1.745581 3.510175 -1.804351 0.087 0.077 -0.041 -0.434
N 0.008180 7.098993 4.954195 0.033 -0.010 -0.003 -0.342
C -0.384292 5.809798 4.872656 -0.014 0.001 0.006 -0.029
O -0.779139 5.143964 5.804335 -0.031 0.012 -0.004 -0.577
C -0.269480 5.160829 3.515047 0.009 -0.004 0.010 0.483
C -1.361107 4.465849 3.007861 -0.002 0.008 0.002 -0.833
C -1.206910 3.747532 1.841747 0.029 0.010 0.000 -0.471
N -0.034052 3.670026 1.196740 0.151 -0.219 0.220 0.127
C 1.004065 4.359235 1.671863 0.005 0.098 -0.145 -0.364
C 0.926243 5.134418 2.813694 -0.013 0.029 -0.028 -0.522
H -0.086634 7.569188 5.840497 0.001 -0.002 0.001 0.265
H 0.195833 7.649739 4.135296 -0.009 0.006 0.003 0.213
H -2.307324 4.469172 3.530729 0.003 0.003 0.006 0.568
H -2.035721 3.202993 1.407938 0.013 -0.043 0.041 0.463
H 1.927465 4.285864 1.111344 0.005 -0.027 0.009 0.285
H 1.799766 5.665755 3.167120 0.001 -0.006 0.005 0.537
C -7.664636 2.567735 -3.884856 0.001 0.001 0.008 -1.676
C -6.306175 2.043803 -3.521852 -0.009 0.004 0.007 0.351
C -5.804201 2.165647 -2.235794 0.002 -0.013 0.022 -0.704
C -4.549148 1.689645 -1.866238 0.025 -0.030 -0.041 0.511
C -4.099148 1.957328 -0.457519 0.034 -0.099 0.049 -0.568
C -3.796279 1.040546 -2.849849 -0.069 0.048 -0.019 0.767
Te -1.834186 0.276937 -2.679643 0.017 -0.143 -0.027 0.705
N -1.164320 0.162317 -0.825791 0.094 0.617 -0.014 -1.396
C -1.586947 0.019725 0.428713 0.066 -0.577 -0.082 2.133
O -0.906570 0.696043 1.282245 0.070 0.031 0.001 -0.359
C -2.568083 -0.948054 0.951199 -0.007 0.084 -0.012 0.645
C -3.483294 -1.600961 0.128414 0.019 0.156 -0.024 0.466
C -4.339945 -2.548806 0.654137 -0.025 -0.029 0.043 -0.911
C -4.278787 -2.861339 2.007721 -0.028 -0.017 -0.047 -0.749
C -3.365429 -2.221622 2.832951 0.051 0.041 0.002 -0.986
C -2.514035 -1.262253 2.310131 -0.056 0.000 0.063 -0.572
C -2.257234 -1.744285 -3.105924 -0.021 -0.003 0.024 1.044
C -3.572250 -2.190029 -3.192309 0.001 0.003 -0.143 -0.355
C -3.828409 -3.501301 -3.552520 -0.008 0.005 -0.005 -0.934
C -2.767456 -4.348349 -3.842064 0.024 -0.004 -0.001 -1.096
C -1.462738 -3.889896 -3.758297 0.015 -0.033 0.025 -0.585
C -1.172560 -2.582458 -3.375776 0.003 0.014 0.011 0.259
C 0.260950 -2.139646 -3.244555 0.001 -0.012 0.064 -1.672
C -4.232973 0.967797 -4.188004 -0.030 0.032 0.011 0.588
C -3.402079 0.421318 -5.325258 -0.016 0.011 0.004 -1.922
C -5.493545 1.460095 -4.486776 0.003 -0.002 -0.004 -0.818
H -8.174985 2.985566 -3.019708 -0.001 -0.001 0.000 0.365
H -8.285622 1.772516 -4.298623 -0.001 0.000 0.000 0.373
H -7.585099 3.346885 -4.643913 0.001 -0.001 -0.003 0.374
H -6.398765 2.670180 -1.483168 -0.007 0.000 -0.005 0.420
H -4.640487 2.818170 -0.067872 0.046 0.025 -0.011 0.635
H -3.037606 2.191470 -0.415169 -0.045 -0.052 0.016 -0.828
H -4.313833 1.122138 0.205908 -0.010 -0.166 0.040 0.336
H -3.539992 -1.355923 -0.920668 -0.028 -0.009 0.060 0.148
H -5.057144 -3.045096 0.014154 0.006 0.000 -0.010 0.531
H -4.947475 -3.605396 2.419597 0.002 -0.005 -0.004 0.453
H -3.315811 -2.472068 3.883663 -0.001 0.010 0.004 0.487
H -1.800118 -0.758689 2.946941 0.001 -0.004 0.003 0.508
H -4.398743 -1.509318 -3.024123 0.001 0.001 0.064 0.539
H -4.848469 -3.852689 -3.628484 -0.003 0.003 0.002 0.515
H -2.958401 -5.369218 -4.145458 0.002 0.003 0.001 0.433
H -0.642765 -4.553217 -4.000372 0.018 -0.032 0.021 0.552
H 0.931598 -2.883964 -3.668297 0.009 -0.008 -0.002 0.561
H 0.529823 -2.025320 -2.189273 -0.020 0.004 -0.016 0.151
H 0.454530 -1.191828 -3.753003 0.005 0.008 -0.010 0.462
H -2.372997 0.797479 -5.323159 -0.006 -0.001 0.020 0.286
H -3.832152 0.741671 -6.271812 0.010 -0.007 -0.003 0.566
H -3.369007 -0.667978 -5.333350 0.015 -0.019 -0.006 0.318
H -5.841669 1.406471 -5.511973 0.006 -0.002 -0.002 0.507
C 2.109708 -1.031730 0.576372 -0.015 -0.033 -0.007 -0.270
C 1.157582 -1.620620 1.604830 0.071 0.007 0.015 -1.303
As 1.614069 -3.482570 2.135997 -0.031 0.067 0.020 0.268
C 2.027665 -4.166250 0.348310 -0.016 -0.010 0.029 0.008
C 1.036713 -4.932185 -0.260801 0.014 -0.040 0.013 -0.538
C 1.246346 -5.494527 -1.513428 -0.025 0.023 -0.034 -0.614
C 2.444656 -5.282047 -2.178554 0.001 0.003 -0.004 -0.670
C 3.437036 -4.513202 -1.582620 0.009 -0.001 0.013 -0.755
C 3.233744 -3.966766 -0.322498 -0.021 0.026 -0.029 0.256
C 3.421455 -3.136313 2.781812 0.030 -0.057 -0.016 -0.200
C 3.813842 -1.915572 3.323915 0.001 0.004 0.036 0.394
C 5.088183 -1.756970 3.856349 -0.009 -0.008 0.001 -0.633
C 5.980637 -2.817015 3.857087 0.006 -0.005 -0.003 -0.683
C 5.593684 -4.042260 3.330197 -0.009 -0.003 -0.003 -0.631
C 4.321865 -4.201303 2.801990 0.018 0.015 -0.003 -0.446
P 2.207785 0.775421 0.488855 0.076 0.081 -0.104 2.472
C 3.484054 1.202196 -0.690968 0.091 -0.061 0.040 0.508
C 3.896050 0.277796 -1.652127 0.000 0.016 0.005 -0.986
C 4.858454 0.637098 -2.584033 0.000 -0.008 0.001 -0.667
C 5.408443 1.909839 -2.562329 0.002 0.008 0.011 -0.780
C 5.000009 2.834239 -1.607199 0.011 0.000 -0.013 -0.764
C 4.039372 2.485366 -0.675841 -0.019 -0.009 -0.025 -0.231
C 2.666458 1.359978 2.119540 0.018 0.010 0.017 1.174
C 1.689320 1.528207 3.105731 0.010 0.000 0.013 -0.415
C 2.064973 1.860823 4.396925 -0.015 0.001 -0.016 -0.840
C 3.409172 2.025418 4.707823 0.015 0.004 0.001 -0.989
C 4.381986 1.853092 3.731810 -0.017 0.020 -0.003 -0.915
C 4.018020 1.516635 2.437507 -0.023 0.053 0.005 -0.914
H 1.916553 -1.435905 -0.417353 -0.035 0.023 -0.010 -0.573
H 3.148452 -1.287088 0.831766 0.001 0.001 -0.039 0.921
H 0.137191 -1.652291 1.231014 0.015 -0.039 -0.026 0.058
H 1.145890 -1.038935 2.527537 -0.052 -0.012 -0.003 0.715
H 0.107598 -5.129367 0.263453 0.004 0.013 -0.002 0.405
H 0.483497 -6.125268 -1.950369 -0.021 0.002 -0.035 0.548
H 2.620917 -5.738473 -3.144510 -0.005 0.005 0.007 0.444
H 4.384783 -4.367668 -2.085702 -0.001 0.000 -0.003 0.482
H 4.034325 -3.409497 0.150272 0.008 -0.008 0.006 0.450
H 3.129400 -1.074407 3.358081 0.012 -0.031 0.009 0.478
H 5.376609 -0.804159 4.282247 0.001 -0.017 -0.002 0.429
H 6.970342 -2.694861 4.276327 0.002 -0.001 0.000 0.407
H 6.280797 -4.877957 3.337922 0.000 -0.001 0.003 0.412
H 4.031186 -5.166708 2.402547 0.001 0.005 -0.008 0.462
H 3.485571 -0.723449 -1.677498 -0.003 0.001 0.001 0.410
H 5.182287 -0.081627 -3.324429 0.001 -0.002 0.002 0.486
H 6.161418 2.184441 -3.288685 -0.003 0.001 -0.003 0.433
H 5.433072 3.825076 -1.590050 0.001 0.000 0.001 0.479
H 3.727000 3.207223 0.069203 0.006 -0.001 0.004 0.237
H 0.640279 1.399068 2.870947 0.001 0.001 -0.008 0.162
H 1.307957 1.997032 5.158286 0.005 0.000 0.004 0.571
H 3.699466 2.287371 5.716720 -0.001 -0.001 0.001 0.517
H 5.428165 1.976129 3.978259 0.001 0.005 0.001 0.531
H 4.782590 1.370055 1.685648 0.001 -0.012 0.008 0.499

85
Properties=species:S:1:pos:R:3:forces:R:3:mulliken_charge:R:1 method="wB97M-V/def2-TZVPD" spin_multiplicity=4 lumo_ev="1.8 / 1.8" total_energy_ev=-225293.95270 gap_ha="0.1905 / 0.2060" de_lowest_ev=0.620 total_charge=-1 largest_force_ev_per_a=1.02
Cr 0.273449 -0.689715 0.501507 -0.068 0.138 0.202 0.625
O 0.235231 -6.360330 1.650367 0.056 -0.068 -0.056 -0.561
C -0.529567 -5.733163 2.521226 -0.042 0.097 0.089 0.363
O -1.171250 -6.319039 3.364586 -0.020 -0.011 0.003 -0.654
C -0.580656 -4.250904 2.418669 0.140 -0.191 -0.113 0.375
C -1.358247 -3.423995 3.196849 -0.173 -0.090 0.227 -0.590
N -1.147847 -2.171048 2.772655 -0.244 0.157 0.320 -0.287
N -0.288046 -2.130896 1.770375 -0.262 -0.510 0.320 0.904
C 0.075579 -3.373678 1.535517 0.127 -0.139 -0.208 -0.738
C 0.986688 -3.531828 0.360703 0.295 0.010 -0.093 1.079
O 1.341099 -4.671663 0.015474 -0.039 -0.108 0.084 -0.928
O 1.304565 -2.439308 -0.186178 -0.237 0.196 -0.084 -0.112
H 0.695389 -5.731568 1.001104 0.003 0.034 -0.024 0.448
H -2.034898 -3.660012 4.002972 0.077 0.028 -0.058 0.515
H -1.594225 -1.304863 3.037849 -0.048 0.143 -0.010 -0.084
C 3.165977 -0.959695 -4.722025 0.007 -0.035 0.018 -1.274
As 1.923065 -1.312241 -3.222348 0.089 0.142 -0.040 0.583
C 1.107806 -2.932819 -3.962654 -0.087 -0.059 0.072 -1.141
C 0.607230 0.025292 -3.824143 -0.148 0.130 0.145 -0.134
C 0.028283 -0.054150 -5.088298 0.067 0.003 0.010 -0.257
C -0.819813 0.938287 -5.558003 -0.048 0.002 -0.015 -0.866
C -1.101950 2.030429 -4.751753 -0.017 -0.008 0.061 -0.829
C -0.568864 2.097949 -3.470482 -0.025 -0.010 0.015 -0.429
C 0.286537 1.108134 -2.985758 -0.138 -0.118 -0.128 0.099
As 0.896708 1.143251 -1.102129 0.370 0.444 -0.735 1.655
C 2.766938 1.628281 -1.405666 -0.039 -0.146 0.145 -1.316
C 0.335601 2.951967 -0.623879 -0.032 -0.097 0.074 -1.698
H 2.649483 -0.965813 -5.683793 0.006 -0.012 0.046 0.381
H 3.941586 -1.725883 -4.725399 0.008 -0.008 0.008 0.413
H 3.639459 0.012357 -4.579233 -0.017 -0.014 0.016 0.325
H 1.269810 -3.027764 -5.036681 -0.017 0.027 -0.004 0.416
H 0.040928 -2.925929 -3.741513 0.002 0.023 0.016 0.206
H 1.546594 -3.784751 -3.445381 0.022 -0.028 -0.027 0.434
H 0.253024 -0.903432 -5.726012 0.003 0.021 0.009 0.344
H -1.256449 0.861464 -6.547847 0.039 0.004 0.017 0.386
H -1.738848 2.829051 -5.114813 -0.033 -0.025 0.020 0.399
H -0.834508 2.936467 -2.837476 -0.009 -0.015 -0.070 0.307
H 2.820480 2.357755 -2.210018 -0.009 0.063 -0.066 0.394
H 3.349860 0.747918 -1.657496 0.023 -0.078 0.005 0.294
H 3.158434 2.057009 -0.485046 -0.011 -0.030 0.067 0.461
H 0.553479 3.644164 -1.434664 0.066 0.026 -0.006 0.529
H 0.912843 3.237011 0.251431 0.023 -0.008 0.112 0.392
H -0.718217 2.987038 -0.360120 -0.061 -0.026 -0.010 0.426
O 0.984569 4.810501 6.221678 0.144 -0.047 -0.001 -0.514
C -0.299498 4.584263 5.860524 0.226 -0.150 -0.188 0.566
O -1.167733 5.146574 6.463624 -0.446 0.215 0.186 -0.593
C -0.539193 3.645868 4.728768 0.021 -0.006 -0.022 1.156
C -1.858970 3.310748 4.437298 -0.174 -0.014 0.063 -0.799
C -2.160000 2.426333 3.418952 0.027 0.041 -0.060 -0.916
C -1.142985 1.850678 2.645079 0.070 0.092 -0.027 0.832
S -1.570382 0.691358 1.387058 -0.155 -0.133 -0.051 -0.440
C 0.178219 2.208135 2.917219 -0.036 0.077 0.129 -1.236
C 0.468798 3.084159 3.948837 0.044 0.042 -0.014 -0.689
H 1.572985 4.241092 5.714719 0.064 -0.037 -0.037 0.299
H -2.639400 3.754449 5.044217 0.000 -0.041 -0.060 0.417
H -3.189391 2.164196 3.202370 0.016 0.014 0.056 0.412
H 0.968098 1.739746 2.347078 0.019 -0.016 -0.083 0.359
H 1.516756 3.315276 4.117541 0.007 -0.042 -0.022 0.160
N 1.621164 -0.085461 1.483539 0.924 0.417 0.100 -0.402
C 2.613555 -0.087855 2.388098 -0.267 -0.117 0.070 -0.182
C 2.368154 -0.123305 3.796412 0.074 -0.043 -0.124 0.054
C 3.398351 -0.098017 4.723529 -0.046 0.012 -0.064 -0.812
C 4.729435 -0.021470 4.320275 -0.020 0.018 -0.048 -0.442
C 5.002228 0.023483 2.952377 -0.072 0.024 -0.025 -0.496
C 3.987384 -0.006986 2.011630 -0.068 0.004 0.074 -0.525
H 1.334104 -0.171455 4.123436 0.037 -0.035 0.019 0.433
H 3.159886 -0.139913 5.783073 -0.004 0.009 -0.046 0.362
H 5.533781 0.000915 5.046239 -0.040 -0.013 -0.016 0.356
H 6.034436 0.077888 2.618734 -0.033 -0.006 -0.020 0.347
H 4.211150 0.012577 0.949949 0.024 -0.016 0.039 0.273
S -1.394792 -1.774708 -1.071879 -0.144 -0.206 -0.359 -0.439
C -2.701333 -0.982324 -1.796426 0.223 0.055 -0.003 0.405
N -3.004340 0.300639 -1.590427 -0.158 0.220 0.391 0.445
C -4.296868 0.866534 -1.963745 0.128 0.033 -0.042 -0.669
C -4.734373 0.280435 -3.291470 0.117 -0.011 0.012 -0.437
C -4.749527 -1.230789 -3.171485 0.109 -0.004 -0.039 -0.736
N -3.456268 -1.678875 -2.667936 -0.328 -0.108 -0.046 -0.124
H -2.522781 0.735456 -0.802553 0.016 -0.058 -0.063 -0.503
H -4.188653 1.948262 -2.029553 0.040 0.007 0.009 0.374
H -5.043410 0.650622 -1.192120 0.008 0.022 0.043 0.342
H -4.015134 0.566680 -4.059725 0.002 0.068 -0.069 0.179
H -5.719246 0.653471 -3.571659 0.000 -0.013 0.007 0.370
H -4.917953 -1.689597 -4.144795 0.015 -0.053 -0.015 0.392
H -5.557835 -1.549244 -2.505842 -0.012 -0.028 0.038 0.304
H -3.235724 -2.659674 -2.705119 0.049 -0.028 -0.046 0.263

16
Properties=species:S:1:pos:R:3:forces:R:3:mulliken_charge:R:1 method="wB97M-V/def2-TZVPD" spin_multiplicity=1 lumo_ev=1.1 total_energy_ev=-4341.95802 smiles=CC.CC gap_ha=0.4539 de_lowest_ev=0.570 largest_force_ev_per_a=1.98
C -0.681658 -0.779079 1.094127 -0.487 -0.318 -1.292 -0.620
C -2.132235 -0.522064 1.459238 -0.348 0.442 0.533 -0.983
H -0.306188 0.132710 0.642940 0.539 -0.048 0.139 0.048
H -0.045557 -1.174616 1.866590 0.143 0.430 0.720 0.386
H -0.611394 -1.559873 0.329414 -0.131 0.118 -0.157 0.300
H -2.242577 0.484175 1.898416 0.058 -0.417 0.084 0.270
H -2.490542 -1.248838 2.188090 -0.204 0.018 -0.070 0.306
H -2.810586 -0.512670 0.594939 0.321 -0.241 0.109 0.275
C 1.871343 0.264092 -0.849871 1.172 -0.893 1.188 -0.989
C 0.878353 0.988035 -1.731692 -0.024 1.601 1.161 -0.833
H 1.722924 -0.803383 -0.652241 0.035 -0.068 -0.973 0.291
H 2.868365 0.472514 -1.228414 0.197 -0.606 -0.462 0.324
H 2.070634 0.542728 0.196614 -1.048 0.899 -0.126 0.352
H 1.352845 1.177950 -2.687124 -0.203 0.143 -0.207 0.321
H 0.659145 1.956648 -1.226600 0.212 -0.268 -0.688 0.242
H -0.102878 0.581671 -1.894430 -0.232 -0.792 0.040 0.310